# 1
Entry from the Open Molecules 2025 dataset: a molecular structure, C24H66N7Na2O9 at a distorted geometry (wB97M-V/def2-TZVPD).

The geometry in ORCA input format:
```
! wB97M-V def2-TZVPD RIJCOSX def2/J DEFGRID3
* xyz 2 2
Na -11.199 9.684 19.660
Na -7.019 11.676 15.883
N -8.023 11.105 19.280
O -7.246 10.674 18.399
O -7.680 11.522 20.387
O -9.160 11.191 18.940
C -7.901 15.910 17.033
C -7.931 14.577 17.889
C -8.669 14.821 19.243
O -8.004 15.814 20.048
C -8.804 16.271 21.092
N -8.466 13.440 17.102
H -7.297 15.754 16.139
H -7.433 16.788 17.478
H -8.905 16.242 16.771
H -6.880 14.358 18.078
H -8.691 13.859 19.756
H -9.711 15.123 19.136
H -8.947 15.467 21.814
H -9.806 16.583 20.796
H -8.275 17.098 21.565
H -8.816 12.778 17.780
H -9.352 13.744 16.723
C -4.447 12.532 22.637
C -4.951 13.659 21.768
C -4.511 13.585 20.285
O -3.135 13.921 20.148
C -2.841 15.312 20.273
N -6.406 13.614 21.856
H -3.380 12.442 22.434
H -4.900 11.542 22.578
H -4.509 12.812 23.689
H -4.681 14.638 22.164
H -5.044 14.347 19.715
H -4.826 12.668 19.788
H -1.776 15.504 20.134
H -3.175 15.665 21.248
H -3.454 15.850 19.550
H -6.850 14.342 21.315
H -6.748 12.789 21.385
C -3.585 9.782 20.237
C -4.016 8.828 19.117
C -3.086 7.575 19.038
O -3.717 6.613 18.234
C -2.737 5.681 17.807
N -5.401 8.364 19.239
H -2.566 10.157 20.150
H -3.744 9.287 21.195
H -4.199 10.681 20.289
H -3.895 9.469 18.244
H -2.871 7.189 20.034
H -2.136 7.847 18.580
H -1.970 6.103 17.157
H -3.199 4.825 17.315
H -2.040 5.416 18.602
H -5.519 8.269 20.238
H -5.936 9.193 19.028
C -11.713 12.657 21.554
C -12.796 11.605 21.605
C -14.112 12.118 22.307
O -13.914 12.245 23.736
C -13.798 10.971 24.464
N -13.222 11.062 20.313
H -12.152 13.492 21.009
H -10.886 12.283 20.950
H -11.355 12.970 22.535
H -12.591 10.687 22.157
H -14.957 11.445 22.164
H -14.335 13.098 21.884
H -14.659 10.342 24.237
H -13.871 11.215 25.524
H -12.859 10.450 24.280
H -13.833 10.262 20.393
H -13.635 11.786 19.742
C -7.890 8.172 21.896
C -9.284 8.474 22.372
C -9.480 8.334 23.914
O -10.792 8.654 24.236
C -11.033 8.987 25.620
N -9.704 9.805 21.807
H -7.420 9.103 21.580
H -7.807 7.460 21.074
H -7.318 7.680 22.682
H -9.842 7.703 21.840
H -8.736 8.873 24.501
H -9.293 7.301 24.206
H -10.533 8.236 26.232
H -12.101 9.018 25.835
H -10.598 9.945 25.907
H -8.793 10.226 21.692
H -10.091 10.308 22.593
C -3.835 12.215 17.219
C -4.190 13.565 16.569
C -2.983 14.578 16.490
O -3.415 15.823 15.951
C -4.066 16.698 16.894
N -4.839 13.135 15.375
H -3.066 11.688 16.654
H -4.674 11.564 17.465
H -3.358 12.530 18.148
H -4.914 14.094 17.189
H -2.235 14.138 15.832
H -2.454 14.816 17.413
H -4.874 16.310 17.514
H -4.536 17.456 16.267
H -3.307 17.128 17.546
H -4.906 13.856 14.671
H -4.133 12.576 14.917
*
```

Summary:
<S²>: 0.757

# 2
Entry from the Open Molecules 2025 dataset: 4 unconnected molecules or ions with the total composition C24H67F2N9O6P4 at a distorted geometry (wB97M-V/def2-TZVPD).

The geometry in ORCA input format:
```
! wB97M-V def2-TZVPD RIJCOSX def2/J DEFGRID3
* xyz 0 1
C -4.269 0.395 -1.447
N -3.207 -0.420 -2.008
C -2.115 -0.501 -1.039
P -3.550 -1.960 -2.703
O -4.268 -2.609 -1.535
N -4.875 -1.987 -3.812
C -5.634 -0.828 -4.215
C -5.740 -3.158 -3.746
N -2.478 -1.627 -4.015
C -1.893 -0.356 -4.393
C -2.333 -2.668 -5.024
H -3.872 1.382 -1.194
H -4.709 -0.045 -0.543
H -5.070 0.576 -2.161
H -1.266 -1.047 -1.465
H -2.421 -1.018 -0.124
H -1.754 0.498 -0.779
H -6.409 -0.571 -3.479
H -6.132 -1.016 -5.172
H -4.999 0.044 -4.376
H -6.486 -3.077 -2.944
H -5.157 -4.061 -3.572
H -6.264 -3.295 -4.696
H -2.651 0.388 -4.647
H -1.249 -0.470 -5.268
H -1.253 0.050 -3.610
H -2.933 -2.441 -5.910
H -2.656 -3.635 -4.636
H -1.289 -2.784 -5.326
C 0.517 4.202 -8.651
N 0.428 4.331 -7.206
C -0.839 4.976 -6.872
P 0.743 2.979 -6.180
O -0.221 1.985 -6.806
N 2.185 2.101 -6.550
C 3.127 2.457 -7.583
C 2.098 0.649 -6.429
N 1.682 3.985 -5.130
C 2.192 5.317 -5.385
C 2.258 3.347 -3.955
H 0.427 5.190 -9.108
H -0.264 3.554 -9.068
H 1.483 3.818 -8.970
H -0.904 5.157 -5.794
H -1.699 4.360 -7.163
H -0.916 5.947 -7.366
H 2.800 2.105 -8.572
H 4.104 2.010 -7.375
H 3.297 3.534 -7.632
H 1.654 0.186 -7.320
H 1.492 0.369 -5.567
H 3.092 0.222 -6.273
H 2.872 5.340 -6.239
H 2.744 5.685 -4.517
H 1.395 6.040 -5.555
H 3.317 3.116 -4.113
H 1.741 2.415 -3.723
H 2.165 3.984 -3.071
C 1.357 2.473 5.107
N 1.264 2.298 6.546
C -0.058 2.738 6.987
P 1.714 0.805 7.282
O 0.832 -0.139 6.485
N 3.232 0.173 6.759
C 4.126 0.831 5.836
C 3.292 -1.273 6.575
N 2.517 1.650 8.555
C 2.867 3.056 8.614
C 3.152 0.838 9.583
H 1.168 3.520 4.857
H 0.640 1.850 4.556
H 2.353 2.256 4.730
H -0.134 2.690 8.078
H -0.857 2.115 6.565
H -0.231 3.777 6.698
H 3.830 0.661 4.792
H 5.144 0.450 5.961
H 4.185 1.905 6.015
H 2.891 -1.583 5.601
H 2.724 -1.786 7.351
H 4.325 -1.621 6.653
H 3.548 3.343 7.809
H 3.364 3.283 9.560
H 1.992 3.703 8.577
H 4.232 0.768 9.415
H 2.746 -0.174 9.587
H 2.976 1.250 10.580
O -1.203 -2.762 5.001
C -1.760 -1.765 4.142
C -1.105 -1.761 2.756
O -1.865 -2.422 1.757
C -1.939 -3.791 1.955
O -0.696 -4.353 2.308
C -0.620 -5.740 2.053
P 1.148 -6.175 1.653
F 1.518 -5.378 0.285
C 2.116 -5.316 3.000
C 2.030 -6.166 4.270
F 2.177 -7.516 3.997
H -1.089 -2.326 5.853
H -1.498 -0.796 4.585
H -2.850 -1.818 4.066
H -0.061 -2.074 2.804
H -1.085 -0.709 2.456
H -2.722 -4.063 2.685
H -2.259 -4.225 0.999
H -1.199 -6.065 1.183
H -0.864 -6.348 2.934
H 3.136 -5.177 2.646
H 1.620 -4.361 3.195
H 2.790 -5.824 4.974
H 1.051 -6.042 4.739
*
```

Summary:
structure (SMILES): CN(C)P(=O)(N(C)C)N(C)C.CN(C)P(=O)(N(C)C)N(C)C.CN(C)P(=O)(N(C)C)N(C)C.OCCOCOCP(F)CCF

# 3
Entry from the Open Molecules 2025 dataset: 7 unconnected molecules or ions with the total composition C24H67N5O7 at a distorted geometry (wB97M-V/def2-TZVPD).

The geometry in ORCA input format:
```
! wB97M-V def2-TZVPD RIJCOSX def2/J DEFGRID3
* xyz 0 1
C -2.796 -0.866 -3.888
O -2.114 -2.026 -3.429
C -2.347 -2.205 -2.011
C -1.298 -3.282 -1.672
C -1.741 -4.735 -1.950
N -0.889 -2.919 -0.309
H -3.831 -0.993 -3.763
H -2.667 -0.766 -4.966
H -2.318 -0.039 -3.352
H -2.163 -1.220 -1.532
H -3.401 -2.499 -1.779
H -0.553 -2.949 -2.392
H -2.566 -5.034 -1.301
H -0.873 -5.354 -1.987
H -2.008 -4.702 -2.983
H -0.458 -1.988 -0.429
H -0.160 -3.581 0.018
C 0.306 0.296 3.025
O -0.935 0.735 2.550
C -1.936 0.747 3.586
C -3.073 1.722 3.242
C -2.593 3.125 3.143
N -4.157 1.615 4.247
H 0.352 -0.814 3.255
H 0.696 0.879 3.880
H 1.027 0.311 2.178
H -2.338 -0.282 3.716
H -1.600 1.058 4.591
H -3.379 1.349 2.200
H -2.265 3.502 4.042
H -3.384 3.797 2.638
H -1.808 3.317 2.422
H -4.584 0.725 4.317
H -4.925 2.347 4.077
C 3.354 4.740 -0.763
O 4.054 3.571 -0.547
C 5.150 3.735 0.348
C 5.387 2.439 1.224
C 4.229 2.015 2.133
N 6.629 2.671 1.987
H 2.767 4.674 -1.651
H 3.992 5.597 -0.833
H 2.645 4.943 0.102
H 6.019 4.087 -0.184
H 4.902 4.494 1.109
H 5.567 1.584 0.562
H 4.557 1.038 2.615
H 3.323 1.702 1.566
H 4.055 2.763 2.912
H 6.905 1.789 2.466
H 6.417 3.325 2.748
C -5.770 -2.296 5.158
O -4.970 -1.972 4.107
C -4.543 -3.096 3.312
C -3.794 -2.671 2.081
C -4.712 -1.826 1.222
N -3.431 -3.889 1.380
H -5.102 -2.673 6.005
H -6.501 -3.067 4.926
H -6.342 -1.390 5.513
H -4.012 -3.717 4.011
H -5.439 -3.698 3.040
H -2.834 -2.113 2.350
H -4.152 -1.584 0.300
H -4.881 -0.847 1.796
H -5.677 -2.237 0.978
H -2.768 -3.563 0.657
H -2.808 -4.443 1.946
C 0.402 -0.713 -5.168
O 1.132 0.439 -4.775
C 2.056 0.178 -3.767
C 2.751 1.495 -3.415
C 3.249 2.278 -4.651
N 3.826 1.144 -2.456
H -0.586 -0.560 -5.633
H 0.268 -1.415 -4.300
H 0.881 -1.227 -5.973
H 1.589 -0.277 -2.805
H 2.845 -0.525 -4.182
H 2.051 2.249 -2.916
H 3.880 3.116 -4.370
H 2.451 2.654 -5.276
H 3.927 1.728 -5.246
H 4.167 2.030 -2.081
H 4.609 0.726 -2.954
C 2.298 -1.701 -0.324
C 3.798 -1.727 -0.340
O 4.399 -0.484 0.069
H 1.945 -0.798 -0.843
H 1.969 -1.613 0.761
H 1.893 -2.602 -0.669
H 4.061 -1.941 -1.361
H 4.256 -2.523 0.273
H 4.152 0.148 -0.668
C -0.704 1.423 -2.047
C 0.087 1.139 -0.795
O -0.584 0.038 -0.187
H -0.294 2.387 -2.467
H -1.726 1.550 -1.908
H -0.564 0.695 -2.831
H 0.032 2.053 -0.259
H 1.091 0.856 -0.971
H -1.040 0.423 0.574
*
```

Summary:
structure (SMILES): COC[C@H](C)N.COC[C@H](C)N.COC[C@H](C)N.COC[C@H](C)N.COC[C@H](C)N.CCO.CCO
ΔE to the lowest compared entry with this formula, charge and spin: 242.7 kJ/mol

# 4
Entry from the Open Molecules 2025 dataset: 9 unconnected molecules or ions with the total composition C24H67N8O10 at a distorted geometry (wB97M-V/def2-TZVPD).

The geometry in ORCA input format:
```
! wB97M-V def2-TZVPD RIJCOSX def2/J DEFGRID3
* xyz 4 2
N -4.587 1.769 0.272
H -4.184 2.552 -0.224
H -5.564 1.879 0.502
H -4.117 1.521 1.131
H -4.508 1.044 -0.426
N -0.919 -1.025 -4.146
H -1.729 -0.443 -3.983
H -0.216 -0.817 -4.841
H -1.170 -1.986 -4.328
H -0.366 -1.022 -3.300
N -0.908 4.291 -0.695
H -0.556 3.346 -0.750
H -1.914 4.199 -0.692
H -0.493 4.854 -1.423
H -0.633 4.680 0.196
N 1.811 1.676 -3.211
H 1.212 1.240 -2.525
H 1.249 2.481 -3.447
H 1.906 1.139 -4.061
H 2.707 2.059 -2.943
N -4.583 -3.147 -1.144
H -4.518 -4.153 -1.077
H -4.521 -2.771 -2.079
H -3.918 -2.712 -0.520
H -5.447 -2.986 -0.646
C -1.060 0.987 0.681
C -0.093 0.881 -0.451
C -0.072 -0.483 -1.217
O 0.557 -0.500 -2.218
C -0.907 -1.583 -0.848
C -1.679 -1.410 0.295
C -1.775 -0.077 1.073
O -2.613 0.203 1.983
O -2.465 -2.396 0.523
O 0.484 1.886 -0.846
H -1.032 1.945 1.179
H -0.840 -2.514 -1.391
C 2.221 -2.798 -2.591
O 2.631 -3.805 -3.560
C 1.612 -4.405 -4.291
C 2.090 -5.571 -5.163
N 2.436 -5.218 -6.577
C 2.930 -6.250 -7.503
C 2.055 -7.583 -7.497
O 2.081 -8.210 -6.210
C 1.485 -9.383 -6.367
H 1.140 -2.797 -2.728
H 2.490 -1.862 -3.081
H 2.623 -2.897 -1.583
H 1.275 -3.599 -4.943
H 0.907 -4.863 -3.598
H 1.295 -6.305 -5.030
H 2.983 -5.962 -4.676
H 2.948 -4.352 -6.672
H 3.924 -6.437 -7.097
H 3.068 -5.691 -8.428
H 2.471 -8.083 -8.371
H 1.015 -7.306 -7.671
H 0.513 -9.287 -6.850
H 1.212 -9.769 -5.385
H 2.121 -10.141 -6.823
C -2.772 -0.919 7.211
O -1.406 -0.977 7.407
C -0.724 -1.161 6.101
C -0.824 0.100 5.192
N 0.498 0.545 4.734
C 1.107 -0.303 3.695
C 2.474 0.248 3.391
O 3.114 -0.615 2.417
C 4.554 -0.560 2.530
H -2.958 -0.068 6.555
H -3.173 -0.771 8.213
H -3.312 -1.805 6.878
H -1.058 -2.043 5.555
H 0.300 -1.445 6.344
H -1.264 0.947 5.717
H -1.427 -0.113 4.309
H 1.159 0.496 5.496
H 0.516 -0.197 2.785
H 1.201 -1.359 3.950
H 3.051 0.286 4.314
H 2.498 1.251 2.965
H 4.760 -0.760 3.582
H 4.991 0.318 2.054
H 4.792 -1.455 1.956
C 3.026 4.938 3.360
O 1.688 4.773 3.577
C 0.980 3.744 2.844
C -0.498 4.069 2.959
N -0.845 5.118 1.958
C -2.109 5.752 2.331
C -2.299 6.967 1.408
O -1.362 7.992 1.798
C -1.622 8.548 3.099
H 3.592 4.210 3.941
H 3.181 5.917 3.815
H 3.418 4.909 2.344
H 1.286 2.767 3.220
H 1.157 3.887 1.778
H -0.717 4.382 3.980
H -1.118 3.208 2.711
H -0.296 5.941 2.163
H -2.070 5.864 3.414
H -2.862 5.032 2.011
H -3.278 7.398 1.620
H -2.250 6.920 0.320
H -0.979 9.359 3.441
H -1.553 7.680 3.754
H -2.634 8.954 3.088
*
```

Summary:
<S²>: 0.754
ΔE to the lowest compared entry with this formula, charge and spin: 0.0 kJ/mol

no.,electronic energy (eV),molar mass (Da)
1,-63629.34108,642.8
2,-94255.10059,739.7
3,-47752.81484,537.8
4,-58323.00308,627.8